Entry 1:
# C21H48BF4N5O6PS2

6 unconnected molecules or ions with the total composition C21H48BF4N5O6PS2 (ωB97M-V/def2-TZVPD, the Open Molecules 2025 dataset).

Structure (XYZ):
```
88
C21H48BF4N5O6PS2, DFT ωB97M-V/def2-TZVPD
S -2.956 3.569 2.120
S -3.339 0.004 3.030
P -3.651 2.205 0.857
F 1.000 -0.810 2.087
F -3.273 -4.104 0.854
F 1.133 0.049 0.103
F 1.239 -2.092 0.365
O -6.977 5.240 4.642
O 3.579 -0.945 -10.384
O 5.406 -3.675 -4.895
O -1.359 -1.991 1.660
O -1.632 7.104 3.871
O 2.528 -7.209 -0.324
N 1.294 -5.505 0.466
N -0.007 8.650 3.989
N 4.396 -1.663 -8.416
N -5.544 6.955 4.836
N 3.993 -5.178 -4.007
C 1.491 -6.813 0.198
C 5.426 -2.028 -7.454
C 0.613 -0.964 0.808
C -5.858 5.634 4.931
C -4.056 -2.020 -0.093
C -4.122 -2.996 1.076
C -4.265 7.582 5.122
C 4.924 -4.204 -3.899
C 0.534 6.297 4.462
C 0.381 -7.770 0.571
C -4.299 -0.552 0.296
C 3.336 -5.920 -2.940
C 1.338 9.138 4.205
C 0.138 -4.866 1.077
C -0.903 -1.131 0.652
C -4.766 4.712 5.420
C 4.545 -1.209 -9.684
C 5.345 -3.799 -2.505
C -1.623 0.220 0.565
C -0.464 7.367 4.086
C 5.960 -1.046 -10.196
B -3.158 0.281 1.120
H -5.223 -0.525 0.895
H -4.459 5.000 6.428
H -1.323 -1.533 2.511
H 1.997 8.319 4.474
H 6.514 -0.330 -9.588
H -5.058 2.276 0.774
H 0.969 6.493 5.444
H -4.381 8.323 5.921
H 6.491 -1.998 -10.186
H 6.091 -3.015 -2.591
H 3.534 -6.985 -3.045
H 0.010 5.346 4.487
H -3.545 6.837 5.431
H -5.149 3.697 5.440
H 3.746 -5.396 -4.960
H 2.065 -4.912 0.202
H -3.129 -2.180 -0.655
H 0.693 -8.773 0.294
H -0.287 -4.129 0.401
H -6.305 7.531 4.517
H 5.908 -0.679 -11.216
H -4.856 -2.307 -0.793
H 6.410 -1.886 -7.889
H 1.337 6.237 3.726
H -4.525 0.008 -0.623
H 4.495 -3.418 -1.938
H -0.627 -5.595 1.322
H 5.317 -3.065 -7.152
H -3.820 -2.531 2.016
H 5.345 -1.411 -6.560
H -3.224 2.512 -0.456
H -1.589 0.563 -0.478
H -2.418 0.860 3.490
H -1.051 0.972 1.129
H 3.433 -1.749 -8.131
H 1.357 9.876 5.010
H -3.899 4.742 4.758
H -0.540 -7.523 0.043
H 3.693 -5.605 -1.969
H -0.989 -1.673 -0.297
H 1.727 9.610 3.300
H -0.719 9.312 3.729
H 5.774 -4.644 -1.968
H 0.435 -4.349 1.989
H -3.882 8.079 4.234
H -5.136 -3.398 1.197
H 0.187 -7.740 1.643
H 2.258 -5.764 -2.982
```

Values from the calculation:
Frontier orbital gap   0.25252 hartree
Net charge   -1
E_tot   -84802.9109 eV
Lowest unoccupied orbital energy   2.1193 eV
E_HOMO   -4.75 eV

Entry 2:
# C38H44AgN4P

A molecular structure, C38H44AgN4P at a distorted geometry (ωB97M-V/def2-TZVPD, the Open Molecules 2025 dataset).

Structure (XYZ):
```
88
C38H44AgN4P, DFT ωB97M-V/def2-TZVPD
Ag -0.348 0.182 -0.188
P 2.118 0.281 -1.169
N -0.883 -3.896 -1.474
N -0.969 -1.441 -1.750
N -3.276 0.568 -1.166
N -5.738 0.762 -1.010
C -0.226 2.075 -1.500
C -1.611 -0.488 6.444
C 2.145 -0.146 0.610
C 2.219 -1.850 2.307
C 2.318 -2.576 -0.077
C -1.086 0.748 6.785
C 2.122 0.453 2.948
C -1.450 -0.540 1.518
C -3.583 1.567 -0.174
C 6.434 -0.667 -2.428
C -1.433 -4.715 -2.532
C 2.226 2.096 -1.087
C 0.986 2.777 -1.150
C -0.795 1.262 4.461
C 1.019 4.152 -0.852
C 2.205 4.823 -0.653
C -0.675 1.619 5.787
C 2.095 0.817 1.615
C -0.536 -4.529 -0.220
C -0.911 -2.595 -1.604
C 5.497 -0.207 -3.341
C -1.704 -0.865 5.117
C 6.089 -0.804 -1.094
C -3.772 0.956 -2.458
C -1.298 0.005 4.101
C 4.807 -0.500 -0.683
C -1.370 -0.319 2.722
C 3.185 0.617 -3.907
C -5.120 1.668 -0.007
C 3.855 -0.062 -1.597
C 2.173 -0.885 3.297
C -3.807 -0.713 -0.780
C 3.419 4.154 -0.731
C -5.312 1.145 -2.380
C 2.207 -1.504 0.965
C 3.419 2.782 -0.920
C 4.204 0.093 -2.945
C -5.352 -0.644 -0.727
H 6.816 -1.148 -0.371
H 7.437 -0.908 -2.753
H -3.361 -0.963 0.189
H -1.349 -5.177 0.124
H -1.082 -4.371 -3.505
H -0.995 1.031 7.824
H -5.833 0.506 -3.095
H 2.190 -1.175 4.337
H 2.264 -2.899 2.577
H -0.087 1.535 -2.445
H -0.350 -3.759 0.526
H 3.493 0.472 -4.942
H 2.102 1.220 3.711
H 3.268 -2.497 -0.606
H 0.083 4.700 -0.822
H -1.115 -5.748 -2.397
H 4.546 -0.589 0.362
H 2.229 0.113 -3.743
H -6.754 0.849 -0.949
H -3.276 1.876 -2.761
H -0.260 2.583 6.048
H -5.599 2.184 -2.552
H 1.524 -2.478 -0.818
H -5.476 2.683 -0.190
H -0.495 1.944 3.676
H -3.085 1.271 0.754
H 3.020 1.684 -3.733
H -3.505 0.184 -3.179
H 2.198 5.889 -0.464
H 2.065 1.867 1.352
H -3.153 2.516 -0.491
H -5.736 -0.918 0.257
H 5.775 -0.077 -4.380
H 4.364 2.252 -0.934
H -3.472 -1.453 -1.505
H -5.433 1.347 0.987
H -2.086 -1.844 4.858
H 2.260 -3.561 0.384
H -1.054 2.787 -1.622
H -2.530 -4.689 -2.532
H 0.370 -5.131 -0.353
H -1.946 -1.163 7.222
H -5.815 -1.282 -1.482
H 4.355 4.688 -0.636
```

Values from the calculation:
Frontier orbital gap   0.16395 hartree
E_tot   -59362.4119 eV
Lowest unoccupied orbital energy   -0.6998 eV
ΔE to the lowest compared entry with this formula, charge and spin   1.422 eV
E_HOMO   -5.16 eV

Entry 3:
# C7H31NO7

8 unconnected molecules or ions with the total composition C7H31NO7 at a distorted geometry (ωB97M-V/def2-TZVPD, the Open Molecules 2025 dataset).

Structure (XYZ):
```
46
C7H31NO7, DFT ωB97M-V/def2-TZVPD
O 1.178 3.275 -0.547
O 3.283 -1.584 -1.106
O -0.376 -1.670 1.797
O 1.602 -1.118 3.328
O 3.636 1.817 0.039
O 3.789 -0.967 2.092
O 1.164 0.486 0.204
N -1.675 0.902 0.203
C -2.542 0.413 -0.906
C -1.114 -1.627 -1.349
C -1.753 -0.379 -1.936
C -0.288 -2.281 -2.487
C -1.236 2.991 1.535
C -2.239 2.176 0.673
C -2.230 -2.567 -0.737
H 3.967 -0.930 -1.314
H -0.460 -1.352 -0.513
H 1.674 4.114 -0.546
H 2.896 2.063 0.656
H -2.571 2.965 -0.106
H -0.721 -2.561 1.759
H 1.359 -0.418 -0.037
H -0.274 2.884 1.022
H 0.843 3.519 -1.423
H -1.608 3.997 1.547
H -3.452 -0.001 -0.524
H 3.830 0.913 0.329
H 2.950 -1.469 2.222
H -0.746 -2.987 -3.208
H -2.867 1.230 -1.623
H -3.206 -2.261 -1.109
H 0.149 -1.604 -3.225
H -0.951 0.193 -2.402
H 0.752 -0.667 3.103
H 1.072 -1.940 3.604
H 3.347 -0.121 2.272
H -1.920 -2.586 0.315
H 0.753 -2.471 -2.122
H 0.977 1.021 -0.564
H -0.702 0.992 -0.078
H -1.187 2.589 2.555
H -3.136 1.963 1.269
H -2.032 -3.631 -0.958
H 3.314 -1.642 -0.122
H -2.372 -0.614 -2.805
H -0.874 -1.056 1.224
```

Values from the calculation:
Frontier orbital gap   0.34515 hartree
E_tot   -23582.3934 eV
Lowest unoccupied orbital energy   0.2103 eV
ΔE to the lowest compared entry with this formula, charge and spin   3.411 eV
SMILES   CCNCCC(C)C.O.O.O.O.O.O.O
E_HOMO   -9.18 eV

Entry 4:
# C30H47BBr33I2N2O9P

A molecular structure, C30H47BBr33I2N2O9P at a distorted geometry (ωB97M-V/def2-TZVPD, the Open Molecules 2025 dataset).

Structure (XYZ):
```
125
C30H47BBr33I2N2O9P, DFT ωB97M-V/def2-TZVPD
I -4.647 -0.084 1.616
I -3.204 2.284 0.073
Br 0.230 3.010 6.376
Br 0.925 -3.340 4.715
Br 0.047 -6.678 -4.185
Br -0.626 -5.691 -7.139
Br -7.509 -3.935 -1.376
Br 2.611 8.060 4.876
Br 5.197 -0.743 8.343
Br -4.677 0.185 -8.138
Br -11.292 -4.020 0.407
Br -3.987 -4.821 0.167
Br -6.843 -6.997 -1.938
Br 1.242 1.404 3.816
Br -0.328 -2.525 7.503
Br -8.855 -2.119 1.161
Br 10.144 -1.791 6.674
Br 8.890 -4.652 6.061
Br -5.310 -4.724 -3.562
Br -6.497 0.661 -5.566
Br 8.765 -3.460 9.010
Br 1.552 11.140 1.858
Br 2.206 0.537 6.717
Br 4.541 10.425 1.026
Br 5.310 -1.939 5.395
Br -3.761 -5.940 3.130
Br 6.567 0.923 6.003
Br -4.559 2.966 -6.599
Br 2.656 5.137 3.633
Br -5.298 -3.189 2.539
Br -1.671 -1.441 4.837
Br 2.353 8.127 1.237
Br 4.335 5.764 6.260
Br -11.273 -0.990 -0.571
Br -0.969 -3.704 -4.658
P -1.375 1.642 -3.504
O 5.085 -1.043 -3.528
O 5.451 1.089 -2.800
O -2.196 -2.386 -1.573
O 1.072 4.028 -1.590
O -1.831 0.783 -4.604
O -0.338 2.735 -4.101
O -2.616 2.512 -2.972
O -0.951 -1.349 -3.077
O 1.171 -2.769 -2.317
N -0.576 -1.673 0.567
N 1.745 2.897 0.880
C 9.765 -3.547 7.368
C 0.359 3.132 0.473
C 0.890 -0.286 -4.210
C 3.259 0.555 -3.606
C -1.607 -1.387 -1.912
C 0.777 1.295 5.682
C 2.226 -1.092 -0.787
C 2.682 9.975 0.821
C -3.781 -0.693 -0.282
C 6.192 -0.831 6.698
C -4.940 -1.167 -1.171
C 2.407 -0.488 -4.325
C 0.184 3.035 -1.030
C 5.759 0.953 -1.418
C -4.829 1.064 -6.437
C 0.181 -1.744 1.826
C 0.250 -0.463 -2.825
C -6.954 -5.230 -2.692
C 2.755 6.182 5.249
C -4.845 -4.948 1.882
C -0.701 -2.893 5.656
C 4.662 0.090 -3.329
C -1.460 -0.031 -1.126
C 4.783 1.685 -0.519
C -0.515 0.694 -2.153
C 0.574 1.661 -1.596
C -2.941 0.432 -0.994
C -1.056 -5.523 -5.265
C -0.908 -0.261 0.286
C -10.745 -2.220 0.810
B 1.209 -1.456 -1.930
H -0.032 0.333 0.510
H 1.250 -1.809 1.640
H 1.152 1.171 -0.821
H 10.713 -4.011 7.596
H -7.718 -5.254 -3.453
H 5.276 2.029 0.385
H 3.942 1.080 -0.193
H 7.141 -1.296 6.924
H 3.276 1.484 -4.167
H -0.298 2.415 0.957
H -5.858 -1.226 -0.600
H 5.873 -0.085 -1.112
H 2.503 -2.009 -0.274
H -0.080 -2.635 2.375
H -2.075 -5.859 -5.145
H 0.670 0.648 -4.715
H 2.625 -0.304 -5.376
H -5.768 -5.495 1.754
H -11.253 -1.925 1.716
H -0.763 3.591 -4.179
H -1.644 0.041 1.031
H 1.946 3.544 1.629
H 0.587 4.521 -2.247
H -3.388 0.533 -1.973
H -0.834 3.348 -1.239
H -4.032 0.690 -5.805
H -3.163 -1.524 -0.002
H -4.755 -2.164 -1.553
H -2.866 3.192 -3.604
H -1.431 -2.175 0.763
H 4.385 2.570 -1.009
H 0.000 4.123 0.752
H 0.428 -1.046 -4.828
H 0.696 -3.291 -1.662
H 2.385 3.159 0.139
H -1.349 -3.756 5.614
H -0.073 0.634 5.765
H 2.429 10.124 -0.218
H 0.025 -0.860 2.439
H 1.893 -0.394 -0.030
H 1.280 1.865 -2.387
H 2.746 -1.505 -4.155
H 1.905 5.905 5.855
H 2.872 0.806 -2.622
H 3.148 -0.745 -1.252
H -5.129 -0.468 -1.980
H 6.734 1.409 -1.282
```

Values from the calculation:
Frontier orbital gap   0.28056 hartree
E_tot   -2390847.1588 eV
Lowest unoccupied orbital energy   -0.4641 eV
E_HOMO   -8.10 eV

Entry 5:
# C4H7N3O

A single C4H7N3O molecule at a distorted geometry (ωB97M-V/def2-TZVPD, the Open Molecules 2025 dataset).

Structure (XYZ):
```
15
C4H7N3O, DFT ωB97M-V/def2-TZVPD
O 0.312 1.351 1.033
N -1.880 -0.302 0.342
N -0.417 0.723 2.034
N -0.065 -0.641 -1.323
C 1.097 0.194 -0.933
C -1.326 -0.596 -0.803
C -1.382 -0.046 1.558
C 1.283 0.465 0.556
H 1.269 -0.459 1.162
H 2.253 0.956 0.589
H 1.935 -0.327 -1.356
H 1.114 1.144 -1.472
H -0.057 -0.928 -2.312
H -2.130 -0.992 -1.473
H -2.006 -0.544 2.399
```

Values from the calculation:
Frontier orbital gap   0.34794 hartree
E_tot   -10776.1482 eV
Lowest unoccupied orbital energy   0.5476 eV
ΔE to the lowest compared entry with this formula, charge and spin   3.599 eV
SMILES   C1=N\C=N/OCCN/1
E_HOMO   -8.92 eV

Entry 6:
# C4H7FOS

A molecular structure, C4H7FOS at a distorted geometry (ωB97M-V/def2-TZVPD, the Open Molecules 2025 dataset).

Structure (XYZ):
```
14
C4H7FOS, DFT ωB97M-V/def2-TZVPD
S -1.908 -0.330 0.743
F 1.698 1.088 -1.508
O 1.660 -0.176 0.445
C -0.344 -1.334 0.452
C 0.378 -0.133 0.042
C -0.619 0.835 0.795
C 0.560 0.193 -1.432
H -0.170 0.782 -1.989
H 2.381 0.257 -0.348
H -0.174 -2.208 -0.219
H -0.014 -1.675 1.459
H -0.140 1.141 1.739
H -0.768 1.871 0.273
H 0.993 -0.627 -1.931
```

Values from the calculation:
Frontier orbital gap   0.35553 hartree
E_tot   -19859.2530 eV
Lowest unoccupied orbital energy   0.8619 eV
ΔE to the lowest compared entry with this formula, charge and spin   1.881 eV
E_HOMO   -8.81 eV

Entry 7:
# C11H10INO2

A molecular structure, C11H10INO2 at a distorted geometry (ωB97M-V/def2-TZVPD, the Open Molecules 2025 dataset).

Structure (XYZ):
```
25
C11H10INO2, DFT ωB97M-V/def2-TZVPD
I 4.832 0.306 -0.156
O 0.313 -1.138 2.247
O -0.576 -1.788 -1.920
N 0.188 -0.610 -0.131
C 0.148 -1.718 -0.782
C -2.192 2.721 0.043
C -1.989 0.352 0.407
C -2.687 1.530 0.457
C -0.918 2.817 -0.532
C -0.620 0.513 -0.002
C -0.071 1.735 -0.518
C 2.723 -0.169 -0.213
C 0.984 -0.699 1.346
C 0.911 -2.888 -0.458
C 2.314 -0.388 1.095
H 2.784 -0.161 1.968
H -2.259 -0.549 0.838
H 0.991 1.633 -0.864
H 1.931 -2.508 -0.350
H -3.703 1.506 1.020
H 0.485 -3.223 0.431
H -1.102 -1.062 -2.032
H -2.812 3.560 0.235
H -0.578 3.827 -0.779
H 0.904 -3.601 -1.352
```

Values from the calculation:
Frontier orbital gap   0.28392 hartree
E_tot   -25250.4255 eV
Lowest unoccupied orbital energy   -0.0842 eV
ΔE to the lowest compared entry with this formula, charge and spin   3.660 eV
E_HOMO   -7.81 eV

Entry 8:
# C3H8NO5

3 unconnected molecules or ions with the total composition C3H8NO5 at a distorted geometry (ωB97M-V/def2-TZVPD, the Open Molecules 2025 dataset).

Structure (XYZ):
```
17
C3H8NO5, DFT ωB97M-V/def2-TZVPD
O 3.288 -2.507 -0.410
O -1.355 2.462 -0.187
O -0.508 -1.872 2.312
O -2.643 1.175 -1.525
O 0.959 -1.036 -0.096
N -0.816 0.223 -0.613
C 0.403 0.085 -0.082
C -1.666 1.455 -0.821
C 1.044 1.239 0.620
H -1.126 -0.512 -1.208
H -0.835 -1.920 1.401
H 1.755 0.955 1.390
H 0.383 -1.631 2.057
H 3.509 -2.556 0.516
H 2.499 -1.938 -0.476
H 0.266 1.840 1.081
H 1.483 1.923 -0.103
```

Values from the calculation:
Frontier orbital gap   0.32772 hartree
Net charge   -1
E_tot   -14971.6891 eV
Lowest unoccupied orbital energy   3.4588 eV
ΔE to the lowest compared entry with this formula, charge and spin   0.000 eV
E_HOMO   -5.46 eV

Entry 9:
# C20H30O2

A single C20H30O2 molecule at a distorted geometry (ωB97M-V/def2-TZVPD, the Open Molecules 2025 dataset).

Structure (XYZ):
```
52
C20H30O2, DFT ωB97M-V/def2-TZVPD
O -2.983 4.070 5.614
O -1.631 2.866 6.915
C -2.213 2.982 5.858
C -2.443 0.293 2.329
C -2.454 -0.587 1.201
C -4.121 0.738 -0.109
C 1.593 -0.779 -1.871
C 6.123 0.330 -2.077
C -1.579 0.902 4.599
C 4.825 -0.124 -2.679
C -2.229 2.084 4.718
C 2.313 0.132 -2.883
C 0.215 -1.138 -2.351
C -3.193 -0.423 0.089
C -1.668 0.082 3.413
C -3.089 -1.391 -1.049
C -2.283 -0.798 -2.224
C -0.860 -0.557 -1.830
C 3.682 0.487 -2.391
C -0.705 0.344 5.677
C 4.963 -1.303 -3.596
C 0.154 -2.138 -3.474
H 5.971 1.149 -1.379
H -4.660 0.646 -1.049
H -3.091 1.155 2.286
H -2.600 -2.310 -0.721
H 2.188 -1.685 -1.731
H 4.050 -1.509 -4.145
H -0.692 0.991 6.547
H -0.733 0.153 -1.023
H -0.153 -1.658 -4.403
H 1.533 -0.261 -0.912
H 5.223 -2.191 -3.018
H -3.569 1.678 -0.121
H 6.602 -0.494 -1.548
H 1.128 -2.594 -3.633
H -4.091 -1.642 -1.407
H 2.359 -0.370 -3.850
H 3.704 1.314 -1.692
H -4.850 0.790 0.698
H -1.800 -1.448 1.265
H -1.065 -0.643 5.967
H 6.806 0.661 -2.859
H -2.960 4.658 6.385
H -2.839 2.453 3.908
H -0.560 -2.930 -3.254
H 1.724 1.043 -3.008
H -1.041 -0.801 3.420
H -2.736 0.151 -2.523
H 5.768 -1.129 -4.310
H -2.341 -1.480 -3.071
H 0.311 0.228 5.301
```

Values from the calculation:
Frontier orbital gap   0.28690 hartree
E_tot   -25320.5339 eV
Lowest unoccupied orbital energy   -0.2360 eV
ΔE to the lowest compared entry with this formula, charge and spin   1.168 eV
SMILES   CC(C)=CCC/C(C)=C/CC/C(C)=C/C=C/C(C)=C/C(=O)O
E_HOMO   -8.04 eV